Record 1
{
  "formula": "C3H6S2",
  "method": "ωB97M-V/def2-TZVPD",
  "de_lowest_kj_mol": 381.1,
  "total_energy_ev": -24874.75848,
  "molar_mass_g_mol": 106.21,
  "gap_ev": [7.39, 7.67],
  "spin_multiplicity": 1,
  "total_charge": 0,
  "species": ["S", "S", "C", "C", "C", "H", "H", "H", "H", "H", "H"],
  "positions_angstrom": [[3.41933, -0.42327, -0.00723], [0.47042, -0.35994, 0.11614], [-2.24270, -0.68080, -0.15169], [1.98690, 0.56528, 0.33370], [-1.12333, 0.23779, -0.27734], [1.97887, 1.59352, 0.34563], [-1.42255, 1.18371, -0.08883], [-2.69463, -0.48937, 0.81846], [-2.88181, -0.45685, -1.08111], [-1.77471, -1.72923, -0.30410], [4.28423, 0.55916, 0.29637]],
  "lowdin_charge": [0.634, 0.863, -0.221, -0.850, -0.528, -0.032, 0.011, 0.070, 0.104, 0.088, -0.139]
}

Record 2
{
  "formula": "C3H6S3",
  "method": "ωB97M-V/def2-TZVPD",
  "de_lowest_kj_mol": 274.9,
  "total_energy_ev": -35711.01003,
  "molar_mass_g_mol": 138.28,
  "gap_ev": 9.13,
  "spin_multiplicity": 1,
  "total_charge": 0,
  "species": ["S", "S", "S", "C", "C", "C", "H", "H", "H", "H", "H", "H"],
  "positions_angstrom": [[-1.29498, -1.93073, -1.02096], [-0.44984, 0.51948, -2.60966], [2.33909, 1.18678, 2.02083], [-0.76909, -0.11025, -0.93634], [0.47218, 0.09357, 0.01053], [0.30216, 0.77742, 1.07242], [1.26185, -0.57356, -0.11850], [1.82473, 1.15111, 3.24446], [-1.10055, -2.08465, 0.37720], [-0.53821, 1.27530, 1.60583], [-0.37856, -0.68218, -3.24162], [-1.66878, 0.37770, -0.40417]],
  "lowdin_charge": [0.619, 0.683, 0.496, -1.011, -0.355, -0.180, 0.076, -0.256, -0.088, 0.083, -0.144, 0.076]
}

Record 3
{
  "formula": "C3H6Si",
  "method": "ωB97M-V/def2-TZVPD",
  "de_lowest_kj_mol": 304.8,
  "total_energy_ev": -11080.48745,
  "molar_mass_g_mol": 70.17,
  "gap_ev": 9.11,
  "spin_multiplicity": 1,
  "total_charge": 0,
  "species": ["Si", "C", "C", "C", "H", "H", "H", "H", "H", "H"],
  "positions_angstrom": [[0.76408, -0.26290, -1.87207], [-1.24410, -0.05948, 1.08038], [0.00495, 0.34818, 1.79408], [-0.15127, -0.16530, 0.37122], [0.11016, 1.37409, 1.95268], [-2.25987, 0.16597, 0.91972], [0.30254, -0.25932, 2.54948], [0.84749, -1.74611, -2.13313], [2.10690, 0.20788, -2.40501], [-0.48087, 0.39699, -2.25735]],
  "lowdin_charge": [0.739, -0.126, -0.187, -0.220, 0.052, 0.067, 0.029, -0.118, -0.112, -0.124]
}

Record 4
{
  "formula": "C3H7AgBrCl2O4P2Si",
  "method": "ωB97M-V/def2-TZVPD",
  "total_energy_ev": -136952.05498,
  "molar_mass_g_mol": 455.80,
  "gap_ev": 5.36,
  "spin_multiplicity": 1,
  "total_charge": 1,
  "species": ["Ag", "Br", "Cl", "Cl", "P", "P", "Si", "O", "O", "O", "O", "C", "C", "C", "H", "H", "H", "H", "H", "H", "H"],
  "positions_angstrom": [[5.21547, 0.22346, -1.77770], [0.89877, 2.93452, 2.32460], [0.27037, -1.75574, -0.21348], [2.98578, 1.64694, -0.11069], [-3.27851, 0.33866, 0.13179], [-1.61880, 1.74030, -0.12439], [0.10678, 1.17479, 1.13841], [-0.23097, 0.00572, 2.27083], [-2.86456, -0.92090, 1.07658], [-3.62403, -0.29624, -1.33637], [-4.37593, 1.12192, 0.66003], [1.60415, 0.52432, 0.12370], [2.82972, -1.20002, -1.14319], [1.64146, -0.68338, -0.39058], [3.19277, -2.15153, -0.71734], [-0.68396, 0.37754, 3.04552], [-1.24810, 1.60245, -1.49096], [-3.54823, -1.26452, -1.29726], [-3.59103, -1.56907, 1.10056], [2.64376, -1.37896, -2.21523], [3.67506, -0.47026, -1.05482]],
  "lowdin_charge": [0.877, 0.373, 0.750, 0.576, 0.215, 0.680, -0.170, -0.252, -0.205, -0.181, -0.306, -0.712, -0.144, -0.783, 0.104, 0.067, -0.097, 0.075, 0.094, 0.102, -0.062]
}

Record 5
{
  "formula": "C3H7B3NO8PS2",
  "method": "ωB97M-V/def2-TZVPD",
  "total_energy_ev": -54091.53155,
  "molar_mass_g_mol": 312.63,
  "gap_ev": 3.30,
  "spin_multiplicity": 1,
  "total_charge": -2,
  "species": ["S", "S", "P", "O", "O", "O", "O", "O", "O", "O", "O", "N", "C", "C", "C", "B", "B", "B", "H", "H", "H", "H", "H", "H", "H"],
  "positions_angstrom": [[1.66613, -6.74956, -0.67325], [0.68522, -3.24720, -0.83685], [0.45969, 3.44581, -0.00205], [2.83876, -6.99680, 0.21097], [-1.59306, -0.25527, -0.94536], [1.10181, -8.04099, -1.15043], [-2.79155, 0.33109, 1.01241], [2.07839, -5.90508, -1.83972], [0.61897, -5.99323, 0.08779], [-0.37515, 1.52910, -2.00401], [-2.07762, 2.05698, -0.49033], [0.73378, -0.62723, -1.76331], [1.22245, 2.44721, 1.35438], [0.71300, -1.80198, -1.31468], [-0.69345, 4.53896, 0.96412], [-0.42020, 0.16653, -1.57990], [-0.75884, 2.26763, -0.92326], [-2.16564, 0.70477, -0.14346], [-1.21884, 3.93415, 1.69965], [-0.08854, 5.28666, 1.46495], [-2.68758, 1.02287, 1.66485], [1.68823, 3.18242, 2.00660], [-1.39650, 4.99764, 0.27934], [1.98011, 1.77913, 0.96564], [0.48041, 1.92640, 1.95594]],
  "lowdin_charge": [0.140, 1.032, 0.923, -0.504, 0.327, -0.500, 0.224, -0.536, -0.575, 0.236, 0.247, 0.185, -0.300, -0.734, -0.325, -0.670, -0.702, -0.748, 0.028, 0.018, 0.103, 0.025, 0.028, 0.040, 0.038]
}

Record 6
{
  "formula": "C3H7BCl2O2",
  "method": "ωB97M-V/def2-TZVPD",
  "de_lowest_kj_mol": 451.6,
  "total_energy_ev": -33038.73963,
  "molar_mass_g_mol": 156.81,
  "gap_ev": 7.77,
  "spin_multiplicity": 1,
  "total_charge": 0,
  "species": ["Cl", "Cl", "O", "O", "C", "C", "C", "B", "H", "H", "H", "H", "H", "H", "H"],
  "positions_angstrom": [[0.48001, 1.52917, -0.94921], [-2.70725, -1.14118, -1.09845], [3.54113, -1.65539, 0.25218], [3.37022, 0.63806, -0.64481], [0.05974, 0.01300, 0.02582], [-2.59699, 0.30694, 0.00324], [-1.15952, 0.29432, 0.81292], [3.52551, -0.47484, -0.16802], [-1.13896, 1.11744, 1.54985], [2.70179, -2.11773, 0.37584], [-2.69928, 1.17641, -0.71082], [-0.24185, -0.74537, -0.71343], [1.71500, 1.55375, -0.66915], [-1.25109, -0.72164, 1.36249], [-3.59847, 0.22706, 0.57155]],
  "lowdin_charge": [0.859, 0.474, 0.283, 0.092, -0.515, -0.554, -0.412, -0.565, 0.092, 0.150, 0.055, -0.025, -0.123, 0.115, 0.073]
}